Entry 1:
30
Properties=species:S:1:pos:R:3 method="wB97M-V/def2-TZVPD" e_tot_ha=-576.33738 max_force_ha_per_bohr=0.057 smiles=Cc1c[nH]cn1.CCc1ccccc1
C 1.34679 -1.50267 1.15720
C 0.02926 -1.29680 1.81520
C -0.90567 -2.25173 2.09047
N -2.00547 -1.59668 2.61159
C -1.64344 -0.30674 2.79650
N -0.39524 -0.10902 2.36259
H 1.04426 -1.54126 0.09580
H 1.83430 -2.43887 1.39416
H 1.96671 -0.62251 1.26351
H -0.98098 -3.29062 1.82090
H -2.92913 -1.95303 2.61969
H -2.09083 0.64097 3.04420
C -2.22429 1.57427 -2.44299
C -1.55692 0.73337 -1.31478
C -0.04333 0.72383 -1.33591
C 0.61112 0.26108 -2.45899
C 2.00705 0.20583 -2.52497
C 2.75644 0.71469 -1.45792
C 2.10708 1.49789 -0.50634
C 0.71612 1.45506 -0.43762
H -3.07319 0.99541 -2.81262
H -1.50418 1.67632 -3.25323
H -2.64204 2.49474 -2.05070
H -1.91314 1.22468 -0.40507
H -1.93210 -0.28583 -1.25370
H 0.12767 -0.12789 -3.34647
H 2.45402 -0.31249 -3.36300
H 3.83292 0.63376 -1.51601
H 2.77936 2.04991 0.13182
H 0.29899 2.06607 0.35593


Entry 2:
38
Properties=species:S:1:pos:R:3 method="wB97M-V/def2-TZVPD" e_tot_ha=-993.16839 total_charge=-1 max_force_ha_per_bohr=0.023
O 2.37120 0.76447 0.93699
H 1.56388 1.21834 1.27723
H 3.08199 1.11026 1.47744
O -1.00148 3.27776 2.11257
H -1.59284 2.52535 2.21335
H -0.78485 3.12572 1.17054
O 1.13152 -1.97627 0.74796
H 1.33801 -1.04145 0.56483
O 1.05193 1.83865 2.91297
H 1.14162 1.07180 3.47319
H 0.09578 2.07026 2.82000
O -0.30126 -0.10026 -0.59483
H -2.86034 1.74638 -2.82838
H 0.14138 0.71801 -0.83030
O -2.16886 -1.65654 -1.78438
H -1.78763 -0.98885 -1.17560
H -2.05236 -2.50667 -1.35252
O 0.42502 3.90934 -0.05029
H 0.92088 3.83744 0.76598
H 0.64336 -2.01378 -0.08236
O 4.20269 -1.49726 -1.19435
H 3.32792 -1.67317 -1.55222
H 4.07145 -0.83540 -0.50912
O -3.78082 1.65696 -2.56584
H -3.80069 0.91074 -1.96131
H 0.84802 3.49261 -0.79997
O 0.43278 -0.04200 -3.38910
H 0.00375 -0.28502 -2.53877
H 0.55018 -0.95038 -3.69780
O -1.53737 0.76428 1.31001
H -1.30681 0.19718 2.04492
H -0.84424 0.32734 0.47430
O -0.86671 -2.92756 3.27459
H -1.56921 -3.03260 2.63451
H -0.19895 -3.57093 3.02362
O -0.13927 -3.90852 -1.87745
H -0.57232 -3.09274 -2.14260
H 0.21929 -3.88537 -0.99285


Entry 3:
51
Properties=species:S:1:pos:R:3 method="wB97M-V/def2-TZVPD" e_tot_ha=-1427.96458 max_force_ha_per_bohr=0.164 smiles="O=[N+]([O-])c1ccccc1.O=[N+]([O-])c1ccccc1.Cc1ccc(CNC(=O)O)cc1"
O -5.24955 0.92185 4.31403
N -4.50447 0.06598 3.81397
O -4.76489 -0.57701 2.78694
C -3.22924 -0.20772 4.48727
C -2.91075 0.46943 5.67252
C -1.70718 0.18723 6.32151
C -0.82988 -0.75844 5.78842
C -1.14483 -1.42368 4.60231
C -2.34683 -1.15197 3.94578
H -3.58373 1.20902 6.10083
H -1.45400 0.70263 7.24553
H 0.10482 -0.97920 6.30106
H -0.45456 -2.15722 4.19157
H -2.57916 -1.68123 3.02402
O -0.05393 2.97398 -0.60745
N 0.90059 3.57766 -0.09542
O 0.97392 3.88649 1.10262
C 2.01759 3.95667 -0.96899
C 1.95968 3.66052 -2.33782
C 3.01433 4.04508 -3.16802
C 4.11670 4.71434 -2.63418
C 4.17649 4.99869 -1.26883
C 3.12657 4.62162 -0.42910
H 1.10763 3.13971 -2.76925
H 2.97570 3.82570 -4.23289
H 4.93405 5.01719 -3.28643
H 5.04037 5.51799 -0.85982
H 3.18679 4.85337 0.63222
C -2.64642 0.48961 -0.42178
C -1.67649 -0.56077 -1.28974
C -0.35958 -0.01896 -2.16346
C 0.51397 -1.14794 -3.03520
C 0.05667 -2.75596 -2.98732
C 0.86108 -3.90023 -3.86118
N 1.35120 -5.08076 -3.05233
C 2.18979 -4.67274 -1.86148
O 1.73969 -4.43249 -0.62668
O 3.66488 -4.54257 -2.07783
C -1.23932 -3.24762 -2.09926
C -2.12039 -2.15414 -1.22777
H -2.33642 1.59278 -0.73387
H -3.75813 0.28997 -0.73294
H -2.46365 0.35251 0.74670
H -0.05440 1.11060 -2.21078
H 1.45509 -0.80496 -3.68170
H 0.18310 -4.24216 -4.78168
H 1.80447 -3.35697 -4.33247
H 0.59337 -5.75553 -2.80953
H 3.96950 -3.64861 -1.73932
H -1.50422 -4.38770 -2.10747
H -3.04603 -2.53401 -0.58534


Entry 4:
13
Properties=species:S:1:pos:R:3 method="wB97M-V/def2-TZVPD" e_tot_ha=-249.36957 max_force_ha_per_bohr=0.062 smiles="C=CC(=C)N=C"
C -1.90538 1.00895 -0.07488
C -1.32314 -0.12680 -0.47836
C 0.06143 -0.52090 -0.31217
C 0.54396 -1.72265 0.01371
N 0.96244 0.63068 -0.68825
C 1.96446 0.98887 0.05774
H -3.03089 1.00892 0.01773
H -1.42042 1.89897 0.28639
H -1.90444 -0.91165 -0.80109
H 1.58336 -1.63770 0.17989
H -0.17186 -2.60537 0.10288
H 2.63842 1.82120 -0.14462
H 2.13388 0.58228 0.99873


Entry 5:
55
Properties=species:S:1:pos:R:3 method="wB97M-V/def2-TZVPD" spin_multiplicity=3 e_tot_ha=-3022.78849 total_charge=+2 max_force_ha_per_bohr=0.090
Ni 0.00000 0.00000 0.00000
S -0.96060 2.28070 -0.16910
S -0.83970 -2.30230 -0.04010
C -2.78210 2.34020 -0.29560
C -0.47490 2.39050 -1.93910
C -0.79780 1.14750 -2.73790
N -0.12130 -0.05540 -2.20410
C -0.73670 -1.31680 -2.67200
C -0.35890 -2.49750 -1.80570
H 0.59480 2.59130 -1.92470
H -0.95980 3.25970 -2.37880
H -0.54080 1.31350 -3.78740
H -1.86830 0.96070 -2.70520
H -0.46780 -1.52830 -3.71030
H -1.81490 -1.18050 -2.65160
H 0.71800 -2.65440 -1.78660
H -0.81180 -3.40960 -2.18930
C -2.66030 -2.43330 -0.15030
H 0.84270 -0.03950 -2.52310
H -3.08520 -1.65270 -0.77200
H -3.03600 -2.32460 0.86170
H -2.93450 -3.41350 -0.52820
H -3.16090 2.28430 0.71960
H -3.17640 1.50650 -0.86650
H -3.08920 3.28320 -0.73760
C 5.37960 0.21420 -1.81860
C 5.46120 0.26910 -0.49860
H 5.31360 1.10880 -2.42470
H 5.37530 -0.72780 -2.35210
H 5.46540 1.21110 0.03490
H 5.52720 -0.62550 0.10750
C -0.62570 -1.31900 2.58830
N -0.75210 -0.04090 1.80440
C -2.10600 0.47310 2.07690
C 0.27880 0.85210 2.42000
C 1.70030 0.41400 1.97020
N 1.75570 0.24020 0.48650
C 2.32310 1.43800 -0.14970
C 2.49370 -0.97620 0.12880
H -1.48730 -1.99800 2.43810
H -0.64040 -1.14060 3.68850
H 0.30030 -1.87900 2.35430
H -2.09130 1.56350 2.25540
H -2.80610 0.12880 1.28980
H -2.51830 0.11320 3.04820
H 0.15640 1.89560 2.08740
H 0.20880 0.90200 3.53140
H 2.46680 1.12980 2.34490
H 1.94320 -0.53560 2.49090
H 3.33650 1.64100 0.23190
H 2.37020 1.31490 -1.25090
H 1.72950 2.33460 0.10150
H 1.94450 -1.86950 0.48820
H 2.60310 -1.06720 -0.97250
H 3.47660 -0.99530 0.62640


Entry 6:
9
Properties=species:S:1:pos:R:3 method="wB97M-V/def2-TZVPD" spin_multiplicity=7 e_tot_ha=-812.32064 total_charge=-1 max_force_ha_per_bohr=0.046
C -0.34563 0.31748 -0.41834
C 0.80059 0.58931 0.55645
H -1.11425 1.10923 -0.29530
H 0.06056 0.30776 -1.45161
H 0.51522 1.37415 1.27404
H 1.72816 0.86104 0.02933
Sm -1.55907 -3.18041 -0.73714
O -0.86247 -0.93204 -0.05771
H 0.77688 -0.44652 1.10028


Entry 7:
46
Properties=species:S:1:pos:R:3 method="wB97M-V/def2-TZVPD" e_tot_ha=-2431.84977 total_charge=-1 max_force_ha_per_bohr=0.130
N 2.65084 -0.29360 -1.17143
C 2.36057 0.68124 -0.49591
O 1.57712 1.82136 -0.06182
C 0.43639 1.27054 0.65077
N 0.47274 1.16710 2.10399
C -0.67722 0.61658 2.88128
P -0.44453 0.62391 4.76636
O 0.05508 -0.70932 5.33421
O 0.75195 1.83630 5.09974
O -1.89325 1.19079 5.51473
C -1.98184 0.08194 2.17568
C -3.20447 -0.54679 3.03538
C -4.61451 0.17390 2.75610
O -5.26107 0.72042 3.94880
C -5.75474 2.01754 3.52227
O -5.45818 3.05766 4.15468
C -2.08518 0.16193 0.58379
S -3.53868 -0.41140 -0.38923
C -0.82888 0.79889 -0.15445
C -0.73391 1.01879 -1.75088
C -0.81570 2.62667 -1.97387
O -1.79580 3.25293 -1.48303
F 0.19503 3.36856 -2.68419
H 1.32857 1.51455 2.57844
H 0.44365 2.70865 4.73125
H -2.22037 1.88095 4.88448
H -3.30395 -1.64203 2.66069
H -2.94031 -0.63810 4.15469
H -5.35645 -0.59322 2.29614
H -4.49105 1.02856 1.97964
H -6.38264 2.01150 2.54963
H -3.23385 -1.54950 -1.13065
H -1.60062 0.52807 -2.31002
H 0.28553 0.64533 -2.16190
C 5.24619 -3.05730 -5.93225
C 4.33837 -3.85745 -5.29200
C 3.84626 -3.28481 -3.96784
O 2.98254 -3.80315 -3.27331
C 4.45200 -2.02779 -3.48550
C 5.37084 -1.23398 -4.12104
C 5.78232 -1.75391 -5.49434
O 6.53433 -1.16027 -6.25652
O 5.88073 -0.17029 -3.70849
O 3.88729 -4.96115 -5.66974
H 5.64422 -3.37921 -6.88832
H 4.09461 -1.73141 -2.50602


Entry 8:
90
Properties=species:S:1:pos:R:3 method="wB97M-V/def2-TZVPD" e_tot_ha=-3975.40723 max_force_ha_per_bohr=0.099 smiles="O=C1OC[C@@H](F)O1.O=C1OC[C@@H](F)O1.O=C1OC[C@@H](F)O1.O=C1OC[C@@H](F)O1.O=C1OC[C@@H](F)O1.O=C1OC[C@@H](F)O1.O=C1OC[C@@H](F)O1.O=C1OC[C@@H](F)O1.O=C1OC[C@@H](F)O1"
O -0.75647 -1.97330 0.68879
C -0.63972 -0.97094 0.01832
O 0.08350 -0.83046 -1.08322
C 0.40832 0.51458 -1.27944
C -0.84241 1.19900 -0.66299
F -1.77828 1.35032 -1.64443
O -1.30120 0.22467 0.27613
H 1.33537 0.83028 -0.80176
H 0.42424 0.76743 -2.33846
H -0.77639 2.20097 -0.24195
O 2.05525 3.58221 -1.27644
C 2.98391 3.80593 -2.01819
O 2.98688 4.59773 -3.06862
C 4.27615 4.92731 -3.47461
C 5.04174 3.71389 -2.90602
F 6.26487 3.97735 -2.44089
O 4.22205 3.33531 -1.78216
H 4.29123 5.02293 -4.55938
H 4.62352 5.86489 -3.03870
H 5.16266 2.84475 -3.55210
O -4.26360 -1.98241 2.15821
C -3.44077 -2.72317 2.65153
O -3.10082 -3.87992 2.12644
C -2.00796 -4.41139 2.81072
C -2.14313 -3.71347 4.15220
F -0.97209 -3.34288 4.67831
O -2.77423 -2.47242 3.80136
H -2.00962 -5.49513 2.70029
H -1.06952 -4.10022 2.34655
H -2.60694 -4.36369 4.89557
O -4.11219 7.20566 -2.15014
C -4.15819 5.99260 -1.92058
O -3.97005 5.09092 -2.91714
C -4.18733 3.78966 -2.44420
C -4.01875 3.94426 -0.96642
F -2.71871 3.74592 -0.62395
O -4.28990 5.32867 -0.77816
H -5.19663 3.47978 -2.71949
H -3.49896 3.07226 -2.88911
H -4.66038 3.28321 -0.38552
O 1.09841 1.36295 1.94331
C 0.83990 0.68513 2.87762
O 1.77740 0.27159 3.75324
C 1.20320 -0.65941 4.68436
C -0.23376 -0.11870 4.64706
F -0.29265 1.01476 5.40066
O -0.36296 0.28009 3.29030
H 1.38264 -1.65941 4.29209
H 1.54163 -0.54942 5.71407
H -0.92698 -0.91382 4.91641
O 1.31052 4.95293 1.97020
C 0.19851 4.50764 2.30233
O -0.15240 3.99103 3.47288
C -1.50978 3.64956 3.49084
C -2.02230 4.24117 2.17049
F -2.68113 5.40698 2.53712
O -0.86901 4.52279 1.48185
H -1.76546 2.59360 3.39689
H -2.11120 4.14261 4.25272
H -2.75862 3.62828 1.65545
O -0.95747 -3.63785 -4.49710
C -0.74124 -4.16165 -3.40699
O 0.29869 -4.95547 -3.12424
C 0.35456 -5.10317 -1.74395
C -1.09241 -5.09130 -1.41106
F -1.19561 -4.72351 -0.11630
O -1.56208 -4.14127 -2.30389
H 0.86602 -6.05378 -1.59965
H 0.83015 -4.21924 -1.31676
H -1.56283 -6.06044 -1.58380
O 3.84847 1.26606 -4.64362
C 2.79574 0.86543 -5.10081
O 1.58551 1.07940 -4.54841
C 0.55806 0.56107 -5.41975
C 1.33606 -0.29951 -6.38232
F 1.06770 -0.03296 -7.66744
O 2.64072 0.09785 -6.17405
H -0.10652 -0.03022 -4.79007
H -0.02120 1.40161 -5.80078
H 1.04090 -1.34148 -6.25140
O 1.76503 -2.66906 1.80628
C 2.06520 -3.71686 2.36566
O 1.68719 -4.02747 3.60027
C 2.01104 -5.34029 3.87842
C 2.92101 -5.69503 2.73398
F 2.74317 -6.98849 2.36726
O 2.65082 -4.74170 1.76090
H 2.54003 -5.43428 4.82655
H 1.13740 -5.99259 3.91498
H 3.96439 -5.59721 3.03786


Entry 9:
135
Properties=species:S:1:pos:R:3 method="wB97M-V/def2-TZVPD" e_tot_ha=-4260.68847 total_charge=+1 max_force_ha_per_bohr=0.170
C 2.50523 0.33582 6.56710
C 2.22816 -0.52171 5.20734
C 0.83252 -0.03946 4.55693
O 0.10639 -1.19398 4.02270
N -0.74615 -0.82074 3.01480
C -0.38171 -1.27491 1.66161
O -1.16974 -2.09493 1.11179
C 0.90332 -0.80243 0.83277
F 0.39303 -0.01248 -0.26429
F 1.72920 0.10585 1.57974
C 1.75773 -1.98319 0.16412
F 0.98426 -2.79723 -0.72728
F 2.72594 -1.33173 -0.68986
C 2.61254 -2.86979 1.19415
F 2.84837 -4.12292 0.53194
F 1.93323 -3.18913 2.40360
C 4.05315 -2.26841 1.56682
O 5.07863 -2.89095 1.17419
O 4.28022 -1.09170 2.33286
C -1.85047 -0.12811 3.35863
N -2.34758 0.34391 4.63771
C -3.61847 1.02021 4.46959
B -4.51622 1.65247 5.70951
C -4.54557 0.71937 7.06300
O -5.22133 2.90208 5.57348
N -3.91374 0.98676 3.05474
N -2.87405 0.32809 2.45398
O -3.05038 0.19831 1.12589
C -2.47202 1.32868 0.38203
C -2.48778 0.86951 -1.18209
H 2.06805 1.39706 6.43981
H 3.61816 0.33264 6.81755
H 1.96168 -0.18275 7.43681
H 2.03937 -1.60199 5.57404
H 3.11238 -0.49734 4.48751
H 0.19950 0.35442 5.44595
H 0.93236 0.84167 3.83520
H 4.66369 -0.39926 1.72907
H -5.15357 -0.21455 6.76908
H -4.96699 1.26645 7.96950
H -3.46017 0.35313 7.20236
H -4.73610 3.63429 6.02904
H -4.73711 1.36152 2.56560
H -1.41322 1.58525 0.74808
H -3.19251 2.22934 0.46973
H -1.53054 1.15375 -1.73531
H -3.44891 1.23182 -1.67838
H -2.53171 -0.28735 -1.16333
O -5.84646 -0.05241 -3.18228
P -6.58049 -1.30779 -3.69034
N -8.09695 -0.73230 -3.09061
C -9.21597 -1.48775 -2.55117
C -8.59786 0.48316 -3.74280
N -5.85887 -2.32781 -2.49564
C -6.58662 -2.99254 -1.43141
C -4.54215 -1.93879 -1.99602
N -7.37355 -2.75341 -4.34983
C -6.42076 -3.81105 -4.77412
C -8.15557 -2.45415 -5.57315
H -9.77639 -2.03736 -3.31458
H -9.92895 -0.81898 -2.05649
H -8.92886 -2.18622 -1.77415
H -9.04591 0.26294 -4.71866
H -7.79766 1.20811 -3.90909
H -9.34468 0.99234 -3.13011
H -6.96488 -2.28104 -0.68897
H -5.94849 -3.71253 -0.90654
H -7.40594 -3.59786 -1.82357
H -4.61898 -1.14590 -1.24113
H -3.90380 -1.58950 -2.80962
H -4.02188 -2.78968 -1.54332
H -5.69493 -3.42271 -5.49627
H -6.95262 -4.65110 -5.23148
H -5.87048 -4.24177 -3.93811
H -7.53481 -1.97198 -6.33510
H -9.00491 -1.80194 -5.37333
H -8.58496 -3.36606 -5.99717
O 4.57050 2.42619 5.03895
P 5.63683 3.50037 4.75725
N 4.75106 4.69190 5.64373
C 4.64879 6.12292 5.40702
C 4.62486 4.42482 7.08115
N 5.20834 3.62150 3.08610
C 4.63319 4.80066 2.46645
C 4.63859 2.43234 2.45480
N 6.93040 4.67531 4.44225
C 7.89941 4.22795 3.40896
C 7.76489 4.92449 5.64200
H 5.56030 6.67149 5.66590
H 3.83947 6.55513 6.00576
H 4.38235 6.37228 4.38683
H 5.54401 4.67864 7.62171
H 4.41390 3.37064 7.27642
H 3.80009 4.98566 7.52576
H 3.60882 4.98352 2.80903
H 4.60560 4.69992 1.37559
H 5.25030 5.68449 2.63760
H 3.57307 2.32080 2.69489
H 5.16707 1.53110 2.77311
H 4.73823 2.47767 1.36476
H 8.33395 3.25693 3.66852
H 8.71026 4.95438 3.29760
H 7.45118 4.14551 2.41924
H 8.17778 3.99247 6.04097
H 7.20734 5.41128 6.44129
H 8.59094 5.60276 5.41131
O 2.45729 0.07874 -6.12290
P 2.73851 -1.43429 -6.09752
N 1.44534 -1.74991 -7.20172
C 0.56305 -2.90274 -7.27488
C 1.63103 -1.19148 -8.54584
N 2.14894 -1.61290 -4.48213
C 0.96971 -2.37364 -4.11662
C 2.25335 -0.44986 -3.59990
N 3.15213 -3.16153 -6.06617
C 4.09882 -3.52479 -4.98105
C 3.83537 -3.59604 -7.30762
H 1.05469 -3.80133 -7.66251
H -0.28534 -2.69659 -7.93683
H 0.10152 -3.15216 -6.32673
H 2.31711 -1.80101 -9.14564
H 2.04406 -0.18090 -8.50679
H 0.68458 -1.11070 -9.08445
H 0.04931 -1.89487 -4.46925
H 0.89172 -2.48273 -3.03017
H 1.02471 -3.39994 -4.48503
H 1.44749 0.27088 -3.78961
H 3.21304 0.05332 -3.73028
H 2.20389 -0.74357 -2.54746
H 5.01290 -2.92407 -5.03621
H 4.37241 -4.58276 -5.04322
H 3.66901 -3.39820 -3.98772
H 4.72435 -2.98884 -7.50692
H 3.18716 -3.53483 -8.18100
H 4.13559 -4.64567 -7.24354


Entry 10:
9
Properties=species:S:1:pos:R:3 method="wB97M-V/def2-TZVPD" e_tot_ha=-5355.84925 max_force_ha_per_bohr=0.167
C -0.53334 -0.77987 0.10734
C 0.80152 0.75892 0.20929
N -1.10163 -1.09219 -1.01981
O -1.28163 -0.36480 -1.99750
Br -0.15573 2.22905 0.94026
Br 2.37537 0.25063 1.11596
H 0.22160 -1.45800 0.39750
H -1.24791 -0.54158 1.03537
H 0.92174 0.99784 -0.78842